{
  "formula": "C17H17N9O",
  "method": "ωB97M-V/def2-TZVPD",
  "e_homo_ha": -0.286,
  "smiles": "CNC(=O)c1nc(-c2nc(-c3cnc4ccccn34)c(C)nc2N)n(C)n1",
  "homo_lumo_gap_ev": 7.440,
  "de_lowest_kcal_mol": 7.58,
  "e_tot_ha": -1226.0867,
  "max_force_ev_per_a": 3.6,
  "total_charge": 0,
  "symbols": ["C", "N", "C", "O", "C", "N", "C", "C", "N", "C", "C", "C", "N", "C", "C", "C", "C", "C", "N", "C", "C", "N", "C", "N", "N", "C", "N", "H", "H", "H", "H", "H", "H", "H", "H", "H", "H", "H", "H", "H", "H", "H", "H", "H"],
  "coordinates": [[-5.106, 6.062, 0.724], [-4.272, 4.885, 1.022], [-3.588, 4.236, -0.015], [-3.726, 4.601, -1.210], [-2.745, 3.055, 0.333], [-2.028, 2.349, -0.590], [-1.380, 1.388, 0.023], [-0.551, 0.359, -0.591], [-0.091, -0.643, 0.180], [0.615, -1.565, -0.507], [1.361, -2.516, 0.331], [0.881, -3.027, 1.521], [1.797, -3.811, 2.179], [2.869, -3.685, 1.418], [4.170, -4.300, 1.605], [5.218, -4.054, 0.735], [5.008, -3.104, -0.353], [3.754, -2.526, -0.561], [2.702, -2.879, 0.306], [0.776, -1.535, -1.942], [1.482, -2.581, -2.750], [0.296, -0.512, -2.693], [-0.326, 0.403, -2.024], [-0.761, 1.408, -2.841], [-1.706, 1.528, 1.385], [-1.181, 0.803, 2.564], [-2.599, 2.567, 1.544], [-5.598, 5.990, -0.227], [-5.907, 6.218, 1.423], [-4.458, 6.947, 0.737], [-4.204, 4.508, 1.987], [-0.106, -2.807, 1.915], [4.327, -4.963, 2.458], [6.216, -4.505, 0.820], [5.842, -2.848, -1.001], [3.568, -1.846, -1.390], [2.330, -2.161, -3.272], [0.837, -3.012, -3.496], [1.873, -3.378, -2.106], [-0.910, 1.118, -3.815], [-1.484, 1.995, -2.394], [-0.109, 0.587, 2.447], [-1.365, 1.384, 3.473], [-1.718, -0.133, 2.646]],
  "atomic_forces_ev_per_a": [[1.0648, 0.0167, 0.2451], [0.5282, -1.2643, -0.2837], [-1.7947, 1.7178, -1.7316], [0.6013, -0.8857, 2.9332], [0.8434, -1.2147, -0.0246], [-0.3416, 0.6574, -1.2575], [-1.4272, 1.3288, 2.6784], [-0.0480, -0.5201, -0.1797], [0.1865, 0.8375, -2.1951], [1.3270, -0.0443, -1.2156], [-0.6594, 0.1565, 1.0130], [0.0272, -0.3843, -0.0921], [-0.2844, 0.9917, -0.8110], [2.2262, -1.0891, 0.4454], [0.6145, 0.1032, -0.4787], [-1.1190, 0.9186, -0.3438], [-1.5721, 0.0062, 0.5271], [1.4146, -1.2966, 0.8281], [-0.0174, 0.4044, -1.0525], [-0.3446, 0.8382, 0.3553], [0.3852, -0.5407, 1.1777], [1.4003, -3.0869, 1.2834], [-1.2166, 1.7844, 0.0132], [-1.2400, 0.6896, 0.6208], [0.0978, 0.2385, -0.4432], [-0.1993, 0.2172, -0.3354], [1.2375, -0.8600, 0.1735], [0.1914, -0.2805, -0.6332], [-0.0804, -0.2772, 0.7509], [-0.2894, -0.0019, -0.1649], [-0.0060, 0.4998, -1.3124], [0.1763, -0.3303, -0.0789], [-0.3106, 0.2330, -0.2744], [-0.6625, 0.1285, 0.2313], [-0.2984, 0.0344, 0.0272], [-0.1891, -0.1500, 0.5019], [0.1866, 0.3016, -0.1993], [-0.4326, -0.1069, -0.2411], [-0.2370, 0.0200, -0.2706], [0.2702, 0.2609, 0.8430], [0.4347, -0.0456, -0.6068], [-0.4844, 0.2078, -0.0684], [0.0263, 0.0837, -0.4314], [0.0146, -0.2971, 0.0776]]
}